No. 1
{"formula": "C26H40N9O3PS2Tl", "method": "wB97M-V/def2-TZVPD", "elements": ["Tl", "N", "C", "C", "C", "C", "N", "C", "N", "N", "C", "O", "O", "H", "H", "H", "H", "H", "H", "H", "H", "H", "H", "H", "H", "H", "H", "S", "C", "C", "C", "C", "N", "C", "C", "C", "S", "C", "N", "H", "H", "O", "P", "N", "C", "C", "C", "C", "N", "C", "C", "C", "C", "N", "C", "C", "C", "C", "H", "H", "H", "H", "H", "H", "H", "H", "H", "H", "H", "H", "H", "H", "H", "H", "H", "H", "H", "H", "H", "H", "H", "H"], "positions_angstrom": [[0.2596, 0.0765, 0.5095], [2.3857, 0.7588, -0.5296], [3.0516, 1.3010, 0.6626], [4.4346, 1.8838, 0.4201], [4.9454, 2.7211, 1.5927], [4.1461, 3.9888, 1.8747], [4.2506, 4.9758, 0.7897], [3.3281, 5.3130, -0.0995], [3.6444, 6.1794, -1.0735], [2.1024, 4.8026, -0.0786], [3.0233, 0.1985, 1.7487], [4.0419, -0.0933, 2.3427], [1.8633, -0.3413, 1.9471], [2.8586, -0.0569, -0.9064], [2.2900, 1.4496, -1.2660], [2.3806, 2.0826, 1.0352], [4.4072, 2.4905, -0.4932], [5.1391, 1.0689, 0.2438], [5.9866, 3.0016, 1.4125], [4.9419, 2.1074, 2.4939], [4.5160, 4.4725, 2.7780], [3.0940, 3.7791, 2.0607], [5.1519, 5.4159, 0.6886], [4.5442, 6.6261, -1.0959], [2.9307, 6.5612, -1.6694], [1.7575, 4.1825, 0.6388], [1.4272, 5.0483, -0.7833], [-2.1149, -0.3092, 0.8122], [-2.6583, 1.3654, 0.9484], [-3.9904, 1.5004, 1.3441], [-4.5931, 2.7385, 1.4818], [-5.9688, 2.8187, 1.8844], [-7.0691, 2.8829, 2.2061], [-3.8452, 3.8942, 1.2297], [-2.5213, 3.7700, 0.8464], [-1.9058, 2.5289, 0.6940], [-0.2227, 2.5499, 0.1729], [-4.4140, 5.2050, 1.3643], [-4.8386, 6.2652, 1.4847], [-4.5733, 0.6127, 1.5493], [-1.9511, 4.6691, 0.6582], [0.8988, -1.7506, -0.6354], [1.3295, -3.1902, -0.4411], [2.9083, -3.4223, -0.0796], [4.0105, -3.0980, -0.9909], [5.2285, -3.6210, -0.2433], [4.8983, -3.2635, 1.2046], [3.3974, -3.5429, 1.3174], [0.4623, -3.8732, 0.7658], [-0.0686, -3.1639, 1.9463], [-0.2916, -4.2810, 2.9627], [-0.6160, -5.4877, 2.0856], [0.3630, -5.3320, 0.9271], [1.1031, -3.9797, -1.8535], [-0.1609, -3.7754, -2.5952], [-0.1465, -4.8851, -3.6429], [0.6076, -6.0137, -2.9434], [1.7230, -5.2682, -2.2188], [4.1007, -2.0137, -1.1488], [3.8634, -3.5611, -1.9655], [6.1587, -3.1798, -0.5977], [5.2946, -4.7041, -0.3687], [5.0825, -2.2048, 1.3907], [5.4729, -3.8351, 1.9309], [2.9116, -2.8291, 1.9835], [3.2073, -4.5540, 1.6850], [-1.0149, -2.6743, 1.7001], [0.6328, -2.4127, 2.3135], [-1.0800, -4.0369, 3.6720], [0.6271, -4.4625, 3.5247], [-1.6408, -5.4187, 1.7151], [-0.5017, -6.4404, 2.5989], [0.0070, -5.7992, 0.0086], [1.3344, -5.7723, 1.1812], [-0.1946, -2.7779, -3.0301], [-1.0195, -3.8814, -1.9232], [0.4068, -4.5582, -4.5254], [-1.1498, -5.1648, -3.9585], [0.9911, -6.7689, -3.6271], [-0.0456, -6.5112, -2.2226], [2.5664, -5.1018, -2.8955], [2.0977, -5.7938, -1.3412]], "forces_ev_per_a": [[0.050, 0.027, 0.028], [0.011, 0.050, -0.032], [-0.002, -0.014, -0.003], [0.023, 0.001, 0.017], [-0.002, 0.008, -0.012], [-0.001, -0.019, -0.007], [0.013, 0.022, 0.011], [-0.008, -0.043, -0.007], [-0.002, 0.012, -0.003], [0.008, 0.029, 0.008], [0.016, -0.001, -0.028], [0.006, -0.028, 0.004], [-0.041, 0.005, -0.001], [-0.002, -0.014, 0.021], [0.003, -0.003, 0.001], [-0.003, -0.001, 0.001], [-0.003, 0.001, 0.000], [-0.006, 0.007, -0.008], [0.002, -0.003, 0.003], [-0.003, 0.012, 0.003], [0.002, -0.003, 0.000], [0.000, 0.005, 0.009], [-0.006, 0.008, 0.000], [0.001, -0.003, -0.001], [0.003, 0.000, 0.002], [-0.002, -0.010, 0.001], [0.003, 0.000, -0.002], [-0.022, 0.004, -0.009], [0.013, -0.001, -0.005], [-0.008, 0.014, 0.009], [0.011, -0.025, -0.010], [-0.002, 0.055, 0.000], [-0.004, -0.030, 0.001], [0.023, -0.007, -0.029], [-0.004, 0.007, 0.002], [-0.008, -0.021, 0.003], [-0.013, -0.004, 0.002], [-0.027, -0.009, 0.078], [0.013, 0.014, -0.042], [-0.001, 0.001, -0.001], [-0.002, 0.002, -0.002], [-0.039, -0.052, -0.030], [0.031, -0.076, 0.034], [-0.021, 0.029, 0.035], [0.001, 0.025, -0.033], [0.014, 0.012, 0.004], [-0.018, -0.017, 0.000], [0.007, -0.025, -0.015], [-0.029, 0.031, -0.033], [0.003, 0.010, 0.001], [0.008, -0.004, 0.007], [-0.013, 0.005, -0.008], [0.019, -0.006, 0.015], [0.009, -0.002, -0.005], [-0.001, 0.006, 0.001], [-0.001, -0.001, 0.000], [-0.003, -0.002, 0.002], [-0.002, 0.009, 0.009], [-0.009, 0.001, 0.018], [-0.004, -0.006, 0.000], [0.000, 0.004, 0.002], [0.002, 0.002, 0.006], [0.022, 0.011, -0.009], [-0.002, -0.002, 0.003], [-0.001, 0.010, -0.005], [-0.011, 0.012, 0.010], [0.016, -0.024, 0.007], [-0.007, 0.013, -0.003], [0.002, 0.001, 0.004], [0.003, 0.002, -0.003], [0.000, -0.005, 0.003], [0.002, -0.001, 0.000], [-0.011, -0.007, -0.005], [0.003, -0.005, -0.016], [-0.001, 0.001, 0.006], [0.000, 0.000, -0.003], [0.002, 0.000, -0.001], [0.000, 0.002, 0.000], [0.002, 0.002, -0.002], [0.001, -0.001, 0.000], [0.003, 0.004, 0.001], [-0.003, -0.005, 0.003]], "charge": 1, "e_lumo_ev": -2.8, "gap_ev": 7.648, "total_energy_ha": -3043.44285, "de_lowest_kj_mol": 0.5}

***

No. 2
{"formula": "C26H41BN10O3SiV", "method": "wB97M-V/def2-TZVPD", "elements": ["V", "C", "C", "N", "N", "C", "B", "N", "C", "C", "C", "N", "N", "C", "C", "C", "N", "H", "H", "H", "H", "H", "H", "H", "H", "H", "H", "C", "N", "C", "C", "O", "C", "O", "C", "C", "O", "N", "C", "C", "H", "H", "H", "H", "H", "H", "H", "H", "H", "H", "H", "H", "H", "H", "H", "H", "C", "C", "C", "C", "C", "C", "N", "N", "Si", "C", "C", "C", "H", "H", "H", "H", "H", "H", "H", "H", "H", "H", "H", "H", "H", "H", "H"], "positions_angstrom": [[-0.4781, 0.2323, 0.7875], [-3.1399, -1.9268, 3.7181], [-2.7869, -1.6892, 2.3872], [-1.9883, -0.6292, 2.2843], [-1.8252, -0.1623, 3.5458], [-2.5013, -0.9199, 4.4173], [-1.0065, 1.1258, 3.8128], [0.4868, 0.8135, 3.5880], [1.5448, 0.8944, 4.4018], [2.6646, 0.4657, 3.7073], [2.1738, 0.1330, 2.4438], [0.8616, 0.3463, 2.3784], [-1.4788, 2.1943, 2.8115], [-2.1832, 3.3140, 3.0271], [-2.5317, 3.8552, 1.8036], [-1.9889, 2.9658, 0.8728], [-1.3501, 1.9734, 1.4840], [-3.7835, -2.6951, 4.1102], [-3.1008, -2.1967, 1.4916], [-2.4922, -0.6807, 5.4685], [-1.1870, 1.5031, 4.9406], [1.4315, 1.2499, 5.4134], [3.6797, 0.4143, 4.0610], [2.6967, -0.2118, 1.5646], [-2.3953, 3.6384, 4.0328], [-3.0930, 4.7536, 1.6161], [-2.0112, 2.9912, -0.2055], [2.0511, -3.4719, 1.3450], [0.8464, -3.9304, 0.6715], [0.5530, -5.3471, 0.7824], [-0.0885, -3.0137, 0.3313], [0.1099, -1.8217, 0.4677], [-1.3801, -3.5355, -0.2915], [-2.2484, -2.5070, -0.6668], [-2.0915, -1.9847, -1.9619], [-1.9305, -0.4711, -1.9349], [-1.8349, 0.1336, -0.8736], [-1.9657, 0.1654, -3.1179], [-1.7369, 1.6015, -3.1705], [-1.9370, -0.5143, -4.3994], [2.8854, -4.1059, 1.0456], [1.9386, -3.5167, 2.4322], [2.2519, -2.4455, 1.0574], [1.4725, -5.9081, 0.6208], [-0.1624, -5.6693, 0.0301], [0.1631, -5.6020, 1.7728], [-1.9074, -4.1518, 0.4402], [-1.1282, -4.1804, -1.1419], [-2.9957, -2.2221, -2.5324], [-1.2390, -2.4251, -2.4812], [-1.4935, 1.9609, -2.1755], [-2.6263, 2.1114, -3.5481], [-0.8924, 1.8068, -3.8291], [-2.3921, -1.4995, -4.3466], [-0.9095, -0.6092, -4.7642], [-2.5060, 0.0723, -5.1216], [1.2596, -2.6751, -3.2370], [1.4652, -1.1831, -3.1186], [2.0678, -0.4922, -4.1583], [2.2577, 0.8746, -3.9754], [1.8628, 1.4749, -2.8070], [1.2546, 0.7131, -1.7622], [1.0536, -0.6142, -1.9835], [0.8816, 1.2510, -0.5669], [1.5406, 2.8354, -0.2130], [1.3701, 3.4626, 1.5444], [0.6958, 4.1738, -1.2605], [3.4122, 2.8442, -0.4888], [2.1492, -3.1565, -3.6463], [0.4312, -2.9251, -3.9077], [1.0593, -3.1024, -2.2549], [2.3952, -1.0026, -5.0548], [2.7242, 1.4737, -4.7496], [2.0328, 2.5357, -2.6895], [0.3693, 3.8190, 1.7873], [2.0500, 4.3212, 1.6015], [1.6860, 2.7560, 2.3086], [-0.0781, 4.6645, -0.6636], [0.2168, 3.7734, -2.1565], [1.3992, 4.9484, -1.5809], [3.7579, 2.0705, -1.1768], [3.9022, 2.6793, 0.4754], [3.7598, 3.8089, -0.8697]], "forces_ev_per_a": [[-0.221, -0.481, -0.657], [-0.020, 0.041, 0.027], [0.018, 0.094, -0.128], [0.246, -0.041, 0.196], [-0.018, 0.057, -0.185], [-0.049, -0.006, 0.062], [-0.022, -0.031, 0.120], [-0.053, -0.045, -0.233], [0.042, 0.013, 0.073], [-0.051, 0.019, 0.030], [-0.006, -0.004, -0.078], [0.420, 0.027, 0.473], [0.080, -0.053, -0.160], [-0.043, 0.063, 0.029], [0.023, -0.012, 0.056], [0.077, -0.056, -0.078], [-0.422, 0.591, 0.283], [0.009, 0.008, -0.006], [0.032, -0.060, -0.043], [-0.007, -0.015, -0.027], [0.017, -0.023, -0.007], [0.007, -0.013, -0.027], [-0.020, 0.000, 0.004], [-0.006, 0.023, 0.023], [0.008, 0.010, -0.025], [0.001, -0.005, 0.007], [-0.031, 0.028, 0.046], [0.008, -0.020, -0.012], [0.026, -0.109, 0.070], [0.022, 0.007, -0.039], [0.027, -0.021, -0.145], [-0.024, 0.227, 0.094], [0.004, -0.017, -0.072], [-0.011, 0.043, 0.087], [-0.083, -0.061, -0.049], [0.062, -0.032, 0.010], [-0.104, -0.014, 0.141], [-0.022, 0.011, -0.016], [0.036, -0.033, 0.018], [0.016, 0.015, -0.035], [0.004, -0.006, 0.014], [0.003, 0.014, -0.002], [-0.010, -0.018, -0.017], [0.001, -0.009, 0.009], [0.007, 0.010, 0.014], [0.001, -0.015, 0.004], [-0.013, 0.007, 0.015], [-0.033, 0.003, -0.020], [0.004, -0.035, 0.007], [0.067, 0.024, 0.032], [0.000, -0.016, -0.012], [0.016, 0.002, 0.004], [0.033, 0.020, -0.019], [0.017, 0.010, -0.001], [-0.001, -0.008, 0.017], [0.000, -0.001, 0.010], [0.040, -0.048, -0.005], [-0.064, 0.052, 0.041], [0.016, -0.023, 0.026], [-0.025, 0.038, -0.037], [-0.048, 0.006, -0.102], [-0.037, 0.014, 0.044], [-0.049, -0.008, -0.001], [0.164, -0.073, 0.003], [-0.119, -0.141, 0.032], [-0.027, 0.056, 0.004], [-0.002, 0.078, -0.018], [0.095, -0.037, 0.019], [-0.005, 0.006, -0.003], [-0.007, 0.037, 0.007], [-0.004, 0.002, 0.023], [0.001, 0.000, 0.012], [0.003, -0.016, -0.008], [-0.050, -0.043, -0.022], [0.029, 0.000, 0.007], [-0.037, 0.012, 0.009], [0.043, -0.038, 0.016], [0.016, 0.000, -0.016], [0.019, -0.013, 0.001], [-0.015, -0.012, 0.017], [-0.013, 0.047, 0.057], [0.012, 0.003, -0.014], [0.003, -0.005, 0.021]], "e_lumo_ev": [0.4, 0.4], "gap_ev": [5.803, 5.238], "total_energy_ha": -3047.16208, "de_lowest_kj_mol": 24.5, "spin_multiplicity": 2}

***

No. 3
{"formula": "C26H41N2STc", "method": "wB97M-V/def2-TZVPD", "elements": ["C", "C", "C", "C", "C", "Tc", "C", "C", "H", "C", "H", "H", "C", "H", "H", "H", "C", "H", "H", "H", "C", "H", "H", "H", "C", "H", "H", "H", "C", "H", "H", "H", "C", "H", "H", "H", "C", "H", "H", "H", "C", "C", "C", "C", "H", "C", "H", "C", "H", "H", "H", "C", "C", "N", "C", "S", "N", "C", "C", "H", "H", "H", "H", "H", "H", "H", "H", "H", "H", "H", "H"], "positions_angstrom": [[1.2189, -1.5533, 0.6170], [1.7876, -0.9960, -0.5802], [0.9200, -1.2816, -1.6705], [-0.2025, -2.0201, -1.1660], [0.0005, -2.2358, 0.2426], [-0.2853, -0.1652, 0.0390], [-3.8947, 1.1020, -1.4044], [-3.2674, 0.8055, -0.1454], [-2.9318, 1.6200, 0.5176], [-2.4844, -0.4201, 0.1659], [-2.8111, -1.3170, -0.4111], [-2.5498, -0.7145, 1.2426], [-3.6582, 2.6760, -1.6246], [-2.8863, 3.0076, -0.8987], [-3.0965, 2.7741, -2.5648], [-4.5129, 3.3784, -1.6379], [-3.0716, 0.4181, -2.5831], [-2.0391, 0.2755, -2.1810], [-3.4430, -0.4629, -3.1079], [-2.8278, 1.1882, -3.3167], [3.1724, -0.4650, -0.6675], [3.4255, 0.0799, 0.2460], [3.9096, -1.2729, -0.8121], [3.2620, 0.2353, -1.4969], [1.2022, -0.9881, -3.1028], [1.7118, -0.0255, -3.2059], [1.8518, -1.7611, -3.5431], [0.2735, -0.9518, -3.6824], [-1.2408, -2.7021, -1.9945], [-1.4937, -2.1174, -2.8855], [-0.8650, -3.6825, -2.3214], [-2.1499, -2.8731, -1.4145], [-0.7775, -3.1532, 1.1164], [-1.8200, -3.2053, 0.7907], [-0.3415, -4.1602, 1.0678], [-0.7509, -2.8141, 2.1578], [1.9629, -1.7403, 1.8917], [1.2747, -2.0003, 2.6992], [2.6888, -2.5563, 1.7716], [2.5084, -0.8299, 2.1642], [1.9859, 2.2553, -1.3692], [0.7944, 2.7312, -2.0023], [3.0924, 2.7336, -2.0022], [0.6642, 2.7579, -3.4548], [-0.2746, 2.9426, -1.8685], [2.9903, 3.0503, -3.3738], [4.0184, 2.8187, -1.4666], [1.8202, 2.9965, -4.1919], [-0.3348, 2.8078, -3.9338], [3.9360, 3.4599, -3.7939], [1.8079, 3.2008, -5.3191], [-1.3159, -1.8332, 6.3431], [-0.1933, -1.7247, 5.3329], [-0.5956, -0.9745, 4.1117], [0.0702, 0.0864, 3.6533], [-0.2487, 0.8355, 2.0929], [0.9707, 0.7161, 4.4858], [0.4299, 1.4330, 5.6767], [1.5665, 1.9887, 6.5068], [-1.7949, -0.8661, 6.5300], [-0.9141, -2.2031, 7.2920], [-2.0774, -2.5448, 6.0070], [0.6827, -1.2112, 5.7403], [0.1340, -2.7245, 5.0120], [-1.3334, -1.3508, 3.5183], [1.6116, 1.3186, 3.9656], [-0.2251, 2.2493, 5.3294], [-0.1794, 0.7248, 6.2482], [2.0980, 2.7800, 5.9690], [1.1507, 2.4238, 7.4198], [2.2794, 1.2093, 6.7937]], "forces_ev_per_a": [[0.641, -1.135, -1.255], [-0.021, -0.982, 0.356], [-0.246, 0.133, 0.599], [0.584, -0.660, 0.099], [0.354, -0.307, 0.095], [-1.406, 0.848, -0.746], [5.073, 1.505, 2.038], [0.071, -0.381, -2.385], [-1.291, -0.132, 0.077], [-0.766, -0.936, 0.087], [0.169, 0.802, 0.302], [-0.057, 0.360, -0.650], [-0.035, -0.212, 0.053], [-0.888, 0.204, -0.087], [-0.668, 0.263, 0.072], [0.342, -0.560, 0.075], [0.007, 0.225, 0.520], [-0.575, -0.743, -0.182], [-0.024, -0.032, 0.307], [-0.748, -0.266, -0.328], [0.203, 0.422, -0.071], [0.115, -0.071, -0.104], [-0.343, 0.152, 0.103], [0.168, -0.225, 0.053], [-0.086, 0.279, -0.223], [-0.067, -0.103, -0.067], [-0.204, 0.152, 0.198], [0.221, 0.016, 0.041], [-0.108, 0.049, -0.139], [-0.014, -0.162, 0.211], [-0.044, 0.221, 0.067], [0.074, -0.028, -0.204], [-0.136, -0.156, 0.017], [0.122, -0.064, 0.140], [-0.170, 0.131, 0.089], [0.005, -0.186, -0.197], [0.020, 0.174, 0.230], [0.263, -0.029, -0.036], [-0.151, 0.173, 0.069], [-0.055, -0.219, 0.060], [-3.613, 3.061, -1.014], [-1.646, -2.261, -2.166], [0.422, -0.410, -1.303], [1.255, 0.819, 0.343], [0.346, -0.631, 2.519], [1.464, 0.835, -1.086], [0.556, -0.070, -0.182], [0.746, -0.283, 0.401], [0.703, 0.077, 0.587], [-0.789, -0.548, 0.024], [0.231, -0.328, 1.957], [-0.188, -0.102, 0.191], [0.105, 0.069, -0.395], [0.550, 0.496, -0.012], [-0.099, 0.126, -0.329], [0.367, 0.645, 1.641], [-0.426, 0.139, -0.595], [-0.075, -0.213, -0.065], [-0.026, 0.022, 0.218], [0.088, -0.165, -0.046], [-0.090, 0.025, -0.156], [0.047, 0.185, 0.067], [-0.240, -0.163, -0.135], [-0.088, 0.228, 0.038], [0.276, 0.197, 0.212], [-0.458, -0.202, 0.057], [0.120, -0.277, 0.116], [0.149, 0.220, -0.060], [-0.029, -0.125, 0.068], [0.131, 0.013, -0.110], [-0.118, 0.100, -0.073]], "charge": 1, "e_lumo_ev": [-3.0, -3.9], "gap_ev": [6.947, 6.156], "total_energy_ha": -1603.28648, "de_lowest_kj_mol": 441.6, "spin_multiplicity": 4}